Entry 1:
Molecular formula: C5H13OP
Method: DFT, the ωB97M-V functional and the def2-TZVPD basis

Calculated values
DFT total energy ... -614.78326 hartree
HOMO level ... -0.357 Ha
Multiplicity ... 1
ΔE to the lowest compared entry with this formula, charge and spin ... 73.0 kcal per mole

Atoms and positions in Å:
C1 0.76949 0.40050 -0.16376
H1 1.50483 2.43477 -0.66272
H2 -1.23395 -2.15790 0.00072
H3 -2.09799 0.83512 -1.56446
H4 1.90515 -1.06253 1.08132
C2 -0.58796 -0.31097 0.05292
H5 -3.00047 -0.46365 -0.35671
C3 -0.66907 -1.62993 -0.65767
H6 0.28885 -2.17482 -0.66878
C4 1.80568 -0.00883 0.85327
H7 0.99875 0.14257 -1.30947
H8 -0.41821 -1.82489 1.75261
H9 -0.25076 2.06837 -1.01331
H10 0.30711 2.47386 0.52508
O1 -0.73135 -0.83982 1.74428
H11 2.74790 0.42739 0.63234
C5 0.66562 1.93499 -0.29185
H12 1.37562 0.48117 1.71011
H13 -1.20029 -1.33083 -1.61329
P1 -2.17895 0.60543 -0.05063

Atomic partial charges in e from the natural (NBO) method, atoms 1 to 8: -0.2681 0.2165 0.2213 -0.0347 0.2091 0.1042 -0.0282 -0.6891



Entry 2:
Molecular formula: C5H13OS2
Method: DFT, the ωB97M-V functional and the def2-TZVPD basis

Calculated values
DFT total energy ... -1069.90266 hartree
Charge ... -1
HOMO level ... -0.117 Ha
Multiplicity ... 1
ΔE to the lowest compared entry with this formula, charge and spin ... 11.4 kcal per mole

Atoms and positions in Å:
S1 0.33510 0.22059 3.00678
S2 -1.20512 1.55008 2.68434
C1 0.66219 -1.01148 -1.99180
C2 -1.88447 0.92118 1.13416
C3 1.60217 1.20811 2.11825
H1 1.80895 -0.62101 -0.21263
H2 2.65251 0.78688 2.26898
C4 0.77979 -0.49128 -0.56792
H3 -0.92426 -1.58252 -3.40151
H4 1.54036 2.21078 2.64318
H5 0.16707 -1.16511 0.14748
H6 -1.03692 0.64741 0.47540
H7 0.96987 -0.21699 -2.69036
H8 -2.52418 1.73654 0.75846
H9 -2.49254 0.04449 1.31353
H10 -1.44070 -0.57330 -1.99624
O1 0.36643 0.84818 -0.51868
H11 1.34612 1.18446 1.01673
H12 1.23607 -1.93426 -2.16486
C5 -0.83117 -1.43789 -2.31085
H13 -1.12727 -2.32485 -1.71246

Atomic partial charges in e from the natural (NBO) method, atoms 1 to 8: 0.0254 0.0333 -0.4056 -0.7856 -0.7893 0.1100 0.1923 -0.0630



Entry 3:
Molecular formula: C5H13P
Method: DFT, the ωB97M-V functional and the def2-TZVPD basis

Calculated values
DFT total energy ... -539.58751 hartree
SMILES string ... CC(C)[C@H](C)P
HOMO level ... -0.351 Ha
Multiplicity ... 1
ΔE to the lowest compared entry with this formula, charge and spin ... 27.2 kcal per mole

Atoms and positions in Å:
H1 0.08281 1.89982 1.10570
C1 -0.31083 0.42736 -0.49586
P1 2.58025 0.37270 -0.25904
H2 -0.00599 1.13722 -1.26034
H3 2.06594 0.87422 1.01112
H4 -0.03137 -2.12122 0.75332
H5 1.29086 -1.48034 1.66083
C2 -0.60642 1.20415 0.79971
C3 -1.68904 -0.17378 -0.99994
H6 0.90859 -0.89821 -1.54377
H7 -1.50933 1.81804 0.58688
H8 2.17279 1.43839 -1.04222
H9 1.52608 -2.47362 0.50300
C4 0.89398 -0.51354 -0.42117
H10 -0.93776 0.51662 1.56360
C5 0.88143 -1.65417 0.67881
H11 -2.30031 0.60814 -1.40928
H12 -2.35513 -0.63944 -0.40855
H13 -1.53146 -0.79452 -1.85677

Atomic partial charges in e from the natural (NBO) method, atoms 1 to 8: 0.2093 -0.2170 0.2987 0.1985 -0.0275 0.2114 0.2160 -0.6158



Entry 4:
Molecular formula: C5H14
Method: DFT, the ωB97M-V functional and the def2-TZVPD basis

Calculated values
DFT total energy ... -198.75200 hartree
Charge ... -1
HOMO level (spin up / spin down) ... 0.056 / -0.246 Ha
Multiplicity ... 2
<S²> ... 0.750
ΔE to the lowest compared entry with this formula, charge and spin ... 50.5 kcal per mole

Atoms and positions in Å:
H1 3.26385 0.41575 0.37786
C1 -2.04932 0.22680 0.70733
H2 1.56801 1.94981 -1.00592
H3 -3.02299 -1.26080 2.02723
H4 -1.21548 -1.60643 1.63936
C2 2.09755 0.27196 0.37641
H5 -0.36647 0.02669 -0.90889
H6 1.01068 -0.84054 -1.64545
H7 -1.88443 0.92686 1.43431
H8 0.15174 0.44083 -2.55549
H9 -2.76532 0.35190 -0.05844
H10 1.91815 -0.82679 0.44739
C3 1.76980 0.93631 -1.01400
C4 0.58322 0.14717 -1.52594
H11 1.83194 0.75755 1.30563
H12 2.70514 0.85217 -1.67035
H13 -0.93384 0.24485 0.24782
H14 -2.53740 -1.77742 0.53499
C5 -2.12484 -1.23666 1.28616

Atomic partial charges in e from the natural (NBO) method, atoms 1 to 8: 0.1676 -0.7319 0.1923 0.1689 0.2048 -1.0091 0.2022 0.1928



Entry 5:
Molecular formula: C5H14
Method: DFT, the ωB97M-V functional and the def2-TZVPD basis

Calculated values
DFT total energy ... -198.76964 hartree
Charge ... -1
HOMO level (spin up / spin down) ... 0.056 / -0.261 Ha
Multiplicity ... 2
<S²> ... 0.750
ΔE to the lowest compared entry with this formula, charge and spin ... 39.5 kcal per mole

Atoms and positions in Å:
C1 -1.28511 2.33926 0.74338
H1 -0.11985 -1.95839 -0.38996
H2 0.85876 -0.23237 1.43344
H3 -0.30168 1.93344 1.00426
H4 -1.28643 3.27130 0.13940
C2 1.73887 -1.89633 -1.43230
H5 2.13539 -2.86020 -1.10611
C3 1.35831 -0.91528 0.81406
H6 0.28470 -0.25796 -1.02049
H7 -1.65899 2.63676 1.63585
H8 -2.57718 0.46576 0.81708
H9 1.72401 -1.90270 1.43324
C4 0.59283 -1.18090 -0.52715
H10 2.52333 -1.09893 -1.24310
H11 2.32230 -0.41306 0.76905
C5 -2.34611 1.39676 0.16435
H12 1.34242 -1.79907 -2.47126
H13 -2.00761 0.72344 -0.67702
H14 -3.29797 1.74848 -0.08671

Atomic partial charges in e from the natural (NBO) method, atoms 1 to 8: -0.8322 0.1890 0.1932 0.2092 0.1847 -0.6916 0.2013 -0.9967



Entry 6:
Molecular formula: C5H14
Method: DFT, the ωB97M-V functional and the def2-TZVPD basis

Calculated values
DFT total energy ... -198.82234 hartree
Charge ... -1
HOMO level (spin up / spin down) ... 0.057 / -0.291 Ha
Multiplicity ... 2
<S²> ... 0.750
ΔE to the lowest compared entry with this formula, charge and spin ... 6.4 kcal per mole

Atoms and positions in Å:
H1 -0.04054 3.38599 -0.33820
H2 1.60483 2.01550 -1.26292
H3 -0.02113 -0.23282 0.15811
H4 0.70730 2.47579 -2.65491
H5 -0.85959 1.89452 -0.02811
H6 0.51361 0.84787 -1.95210
C1 1.16474 -1.93594 0.84863
H7 1.27651 -1.72755 1.91073
C2 0.62138 1.90593 -1.72602
H8 -0.35787 -1.79795 -0.58403
H9 1.08160 -3.01355 0.75994
H10 -1.31830 -0.77676 2.12764
C3 -0.15935 -1.28373 0.35792
H11 -1.27880 2.85725 -1.48452
C4 -0.47089 2.51021 -0.83368
H12 -2.22637 -1.67849 0.93056
H13 2.02169 -1.45490 0.37498
C5 -1.25482 -1.55631 1.39912
H14 -1.00400 -2.43506 1.99685

Atomic partial charges in e from the natural (NBO) method, atoms 1 to 8: 0.1846 0.1893 0.2006 0.1867 0.1995 0.1972 -0.7344 0.1861



Entry 7:
Molecular formula: C5H14
Method: DFT, the ωB97M-V functional and the def2-TZVPD basis

Calculated values
DFT total energy ... -198.81358 hartree
Charge ... -1
HOMO level (spin up / spin down) ... 0.057 / -0.282 Ha
Multiplicity ... 2
<S²> ... 0.750
ΔE to the lowest compared entry with this formula, charge and spin ... 11.9 kcal per mole

Atoms and positions in Å:
H1 -1.24242 -2.90392 -1.63077
C1 -0.63816 2.12255 -0.32770
H2 0.91799 -1.69835 0.30524
H3 1.00347 2.28314 1.91646
H4 -0.51995 1.35490 2.13141
H5 -0.46093 -2.67566 0.69270
C2 0.20987 -2.43346 -0.12001
H6 1.14460 0.52979 2.18255
H7 0.89102 -3.32457 -0.22962
H8 -1.02698 1.83601 -1.31246
C3 0.49751 1.32820 1.75060
C4 -0.49378 -2.10572 -1.46962
H9 0.18169 -2.07261 -2.33719
C5 0.45902 1.19921 0.21789
H10 -0.88615 -1.10344 -1.50538
H11 -1.55765 2.02517 0.28344
H12 0.37775 0.19610 -0.20320
H13 1.43668 1.45379 -0.25823
H14 -0.33865 3.15187 -0.42481

Atomic partial charges in e from the natural (NBO) method, atoms 1 to 8: 0.1874 -0.8056 0.1912 0.1898 0.2038 0.1946 -0.7274 0.1953



Entry 8:
Molecular formula: C5H14
Method: DFT, the ωB97M-V functional and the def2-TZVPD basis

Calculated values
DFT total energy ... -198.87466 hartree
SMILES string ... CCC.CC
HOMO level ... -0.414 Ha
Multiplicity ... 1
ΔE to the lowest compared entry with this formula, charge and spin ... 9.1 kcal per mole

Atoms and positions in Å:
C1 1.43368 0.61714 -2.21697
H1 -2.53724 1.73442 2.49720
H2 0.48014 -2.18185 -0.27124
H3 -2.61782 0.84335 0.99963
H4 0.90565 1.11379 -3.02400
H5 -0.12383 0.10705 2.30721
H6 -1.48636 -0.92110 2.02718
H7 1.24455 1.17655 -1.30254
H8 2.01536 -1.43399 -0.29358
C2 -1.92355 1.18515 1.76587
H9 -1.30092 0.02790 3.54098
H10 1.47616 -1.49795 -2.67762
H11 0.60167 -0.52171 0.15526
C3 -1.18858 0.03573 2.45572
H12 -1.25342 1.96184 1.39447
C4 0.90858 -0.85103 -2.02275
H13 2.51088 0.63581 -2.35423
H14 -0.11191 -0.78494 -2.41174
C5 0.96697 -1.24616 -0.56884

Atomic partial charges in e from the natural (NBO) method, atoms 1 to 8: -0.6011 0.2046 0.2098 0.2083 0.2063 0.2027 0.2072 0.1984



Entry 9:
Molecular formula: C5H14
Method: DFT, the ωB97M-V functional and the def2-TZVPD basis

Calculated values
DFT total energy ... -198.84925 hartree
SMILES string ... CCC.CC
HOMO level ... -0.404 Ha
Multiplicity ... 1
ΔE to the lowest compared entry with this formula, charge and spin ... 25.0 kcal per mole

Atoms and positions in Å:
H1 -3.33874 -0.81144 0.56978
H2 3.28205 -0.80529 0.31835
H3 -0.31495 2.12842 0.57291
H4 3.51229 -1.84168 -1.10271
C1 2.78166 -1.27557 -0.52744
H5 1.91010 0.78969 -1.13110
H6 1.04524 -0.74075 -1.57803
H7 -0.09665 0.42779 1.06716
H8 -1.76876 -1.03425 0.98466
H9 -2.33871 1.78520 1.36461
H10 2.60669 -0.07319 -2.36644
H11 -2.74293 1.35547 -0.27349
H12 1.95176 -1.93707 -0.33971
H13 -2.75442 -0.37357 2.28615
C2 -2.18207 1.00233 0.60672
C3 -2.59715 -0.35811 1.21194
C4 2.00882 -0.24346 -1.46539
H14 -0.28676 0.89283 -0.61616
C5 -0.67747 1.11265 0.41820

Atomic partial charges in e from the natural (NBO) method, atoms 1 to 8: 0.2136 0.2092 0.2052 0.2034 -0.6151 0.2075 0.2041 0.2036



Entry 10:
Molecular formula: C5H14
Method: DFT, the ωB97M-V functional and the def2-TZVPD basis

Calculated values
DFT total energy ... -198.84330 hartree
SMILES string ... CCC.CC
HOMO level ... -0.394 Ha
Multiplicity ... 1
ΔE to the lowest compared entry with this formula, charge and spin ... 28.8 kcal per mole

Atoms and positions in Å:
H1 0.23162 -2.80413 -0.17777
H2 1.24253 -0.69746 -2.29461
H3 2.05781 -1.96667 -1.44758
H4 -0.78236 1.26138 0.95566
H5 1.29209 -0.71504 -0.40712
C1 -1.49026 -1.47153 -0.83921
H6 -0.69703 2.94359 2.74868
H7 -1.19780 -0.38044 -0.57985
H8 -2.05796 -2.01636 -0.14395
H9 -1.96130 -1.41095 -1.83582
C2 0.25459 2.76119 2.21142
H10 0.46248 3.73170 1.87959
H11 -0.06793 2.73567 0.05697
H12 0.98886 1.46835 0.50737
C3 0.06469 1.94605 0.89223
H13 1.06233 2.32425 2.79716
C4 1.14654 -1.32298 -1.31330
C5 -0.03349 -2.17786 -0.98569
H14 -0.22575 -2.88307 -1.85142

Atomic partial charges in e from the natural (NBO) method, atoms 1 to 8: 0.1992 0.2110 0.2112 0.2086 0.2017 -0.6086 0.2068 0.2011



Entry 11:
Molecular formula: C5H14
Method: DFT, the ωB97M-V functional and the def2-TZVPD basis

Calculated values
DFT total energy ... -198.87932 hartree
SMILES string ... CCC.CC
HOMO level ... -0.409 Ha
Multiplicity ... 1
ΔE to the lowest compared entry with this formula, charge and spin ... 6.2 kcal per mole

Atoms and positions in Å:
H1 0.88387 -2.90570 2.22908
H2 -1.71068 2.35852 -2.11251
H3 0.00329 2.87161 -2.21356
C1 0.69746 -1.85872 1.98152
H4 -0.91997 -1.93715 0.46203
C2 -0.68630 2.02002 -2.19668
H5 -1.04219 -0.63640 1.66853
H6 -0.60993 1.85485 -0.11017
H7 0.87251 -1.33357 2.92862
H8 -0.44462 1.47598 -3.10695
H9 -1.11161 0.39666 -0.79852
H10 1.34971 -0.06842 -1.51856
H11 1.77495 1.38464 -0.63767
H12 1.47645 -1.45748 1.33953
H13 0.97127 0.02819 0.19997
H14 -1.40312 -2.32723 2.06948
C3 -0.37409 1.19932 -0.95614
C4 1.01282 0.60483 -0.72645
C5 -0.73981 -1.66994 1.49847

Atomic partial charges in e from the natural (NBO) method, atoms 1 to 8: 0.2049 0.2121 0.1983 -0.6123 0.2058 -0.6039 0.2041 0.1884



Entry 12:
Molecular formula: C5H14
Method: DFT, the ωB97M-V functional and the def2-TZVPD basis

Calculated values
DFT total energy ... -198.87730 hartree
SMILES string ... CCC.CC
HOMO level ... -0.418 Ha
Multiplicity ... 1
ΔE to the lowest compared entry with this formula, charge and spin ... 7.4 kcal per mole

Atoms and positions in Å:
H1 1.75131 0.42478 -0.67784
C1 0.20158 1.59019 0.46344
H2 -2.54781 -2.65238 -0.86598
H3 1.65625 3.19821 0.39633
C2 -0.72488 -2.42318 0.38930
H4 -1.00797 -2.95968 -1.68845
H5 -0.80495 -3.42592 0.79851
H6 1.18892 1.72877 -1.51737
C3 0.81806 0.98512 -0.79440
H7 -1.51226 -1.33893 -1.29714
H8 -0.93671 -1.62388 1.10138
H9 0.27949 -2.12492 0.14259
H10 0.73246 3.19965 1.86394
H11 -0.18262 0.80228 1.11460
H12 1.94634 1.94466 1.65136
H13 0.11629 0.37825 -1.35603
H14 -0.65332 2.13217 0.07589
C4 1.19212 2.53154 1.12430
C5 -1.51231 -2.36675 -0.92442

Atomic partial charges in e from the natural (NBO) method, atoms 1 to 8: 0.2006 -0.4015 0.2016 0.2039 -0.6123 0.2020 0.2064 0.2010



Entry 13:
Molecular formula: C5H14
Method: DFT, the ωB97M-V functional and the def2-TZVPD basis

Calculated values
DFT total energy ... -198.87038 hartree
SMILES string ... CCC.CC
HOMO level ... -0.414 Ha
Multiplicity ... 1
ΔE to the lowest compared entry with this formula, charge and spin ... 11.8 kcal per mole

Atoms and positions in Å:
H1 -2.22482 -3.01968 -0.00487
C1 -1.61166 -2.17756 -0.33246
H2 -2.97684 -0.93355 0.95066
H3 -0.60337 -2.41633 -0.00108
H4 -1.26965 -0.31190 0.61861
H5 0.05294 0.31296 -0.74873
H6 2.29570 2.14748 -0.34461
C2 -2.13311 -0.87221 0.26720
H7 -1.59679 -2.18732 -1.42211
C3 1.37848 1.29274 1.34044
H8 0.92944 2.25964 1.55712
H9 2.78870 0.55452 -0.12814
H10 0.54904 1.71724 -1.71658
H11 -2.55821 -0.16929 -0.46222
H12 2.20801 1.09025 2.01975
H13 1.32738 0.16227 -1.91975
C4 1.90180 1.18812 -0.08849
C5 0.89351 0.84320 -1.18670
H14 0.64946 0.51942 1.60196

Atomic partial charges in e from the natural (NBO) method, atoms 1 to 8: 0.2073 -0.6198 0.2137 0.2050 0.2054 0.2006 0.1963 -0.6271